(1)
# C9H14

A cluster of 2 separate species, C9H14 in total in a non-equilibrium geometry (ωB97M-V/def2-TZVPD, OMol25).

Geometry as XYZ:
```
23
Properties=species:S:1:pos:R:3:lowdin_charge:R:1
C 1.65 1.86 -0.90 -0.06
C 0.72 1.36 0.09 -0.30
C 1.20 0.95 1.39 -0.01
C 0.19 0.71 2.30 -0.12
C -1.16 0.70 2.03 -0.11
C -1.56 1.06 0.75 -0.12
C -0.64 1.38 -0.18 -0.09
H 1.19 2.35 -1.71 0.06
H 2.02 0.84 -1.38 0.13
H 2.32 2.53 -0.44 0.07
H 2.20 0.88 1.65 0.09
H 0.47 0.52 3.35 0.11
H -1.82 0.54 2.96 0.13
H -2.62 1.06 0.58 0.10
H -0.97 1.90 -1.05 0.11
C -1.04 -2.00 -0.96 -0.18
C 0.28 -2.62 -1.44 -0.17
H -1.12 -1.77 0.09 0.04
H -1.20 -1.04 -1.47 0.06
H -1.78 -2.83 -1.07 0.08
H 0.55 -3.48 -0.71 0.09
H 1.00 -1.83 -1.48 0.03
H 0.12 -3.06 -2.42 0.06
```

Properties
Gap between HOMO and LUMO = 9.9 eV
ΔE to the lowest compared entry with this formula, charge and spin = 1.319 eV
Molar mass = 122.211 g/mol
LUMO = 1.02 eV
SMILES string = Cc1ccccc1.CC
Total charge = 0
DFT total energy = -351.28171 Ha


(2)
# C12H46N4O11

A cluster of 11 separate species, C12H46N4O11 in total in a non-equilibrium geometry (ωB97M-V/def2-TZVPD, OMol25).

Geometry as XYZ:
```
73
Properties=species:S:1:pos:R:3:lowdin_charge:R:1
N -0.02 -4.09 -1.33 0.16
C -0.34 -3.30 -0.40 -0.63
N -1.00 -3.79 0.58 0.18
O 0.18 -2.01 -0.51 -0.12
H 0.56 -3.70 -2.09 0.09
H -0.33 -5.06 -1.19 0.13
H -1.47 -3.18 1.32 0.08
H -1.16 -4.82 0.71 0.15
N 0.54 -2.56 -3.80 0.14
C 1.41 -1.60 -3.60 -0.64
N 2.61 -1.97 -3.99 0.15
O 1.17 -0.42 -3.03 -0.07
H -0.45 -2.31 -3.64 0.10
H 0.57 -3.56 -4.13 0.16
H 3.29 -1.14 -3.92 0.17
H 2.90 -2.93 -3.89 0.11
C 3.70 0.84 1.33 -0.08
C 2.70 0.64 0.27 -0.37
O 3.08 -0.37 -0.62 -0.06
H 3.29 1.50 2.11 0.04
H 4.33 1.61 0.76 0.11
H 4.33 0.08 1.79 0.08
H 2.47 1.54 -0.20 0.08
H 1.81 0.26 0.75 0.10
H 2.38 -0.59 -1.23 0.03
C -1.64 -0.15 -4.63 -0.12
O -2.11 -0.91 -3.47 -0.16
H -1.42 -0.94 -5.42 0.09
H -0.62 0.30 -4.44 0.07
H -2.46 0.50 -4.90 0.07
H -2.21 -0.34 -2.73 0.02
C -2.07 2.56 4.22 -0.15
O -1.83 2.33 2.84 -0.13
H -1.75 3.48 4.69 0.07
H -1.56 1.76 4.78 0.06
H -3.13 2.40 4.42 0.08
H -0.91 2.39 2.64 0.00
C 2.13 2.79 -3.30 -0.16
O 3.29 2.21 -2.77 -0.15
H 2.35 3.82 -3.13 0.07
H 1.27 2.55 -2.70 0.07
H 2.12 2.51 -4.30 0.06
H 2.99 1.35 -2.39 0.05
C -1.17 1.30 -0.09 -0.19
O -1.27 0.22 -0.92 -0.13
H -0.48 2.03 -0.64 0.09
H -0.48 1.07 0.69 0.04
H -2.06 1.78 0.24 0.08
H -0.54 -0.39 -0.78 0.02
C 1.31 0.53 4.14 -0.19
O 0.91 1.55 5.00 -0.13
H 1.18 -0.34 4.77 0.08
H 2.43 0.61 3.89 0.10
H 0.78 0.48 3.16 0.07
H 1.76 1.99 5.25 0.10
C 0.33 4.29 1.62 -0.08
O 0.82 2.96 1.92 -0.13
H 0.04 4.21 0.62 0.06
H 1.04 5.05 1.56 0.06
H -0.50 4.46 2.35 0.10
H 1.59 3.12 2.41 0.05
C -1.34 -1.23 2.77 -0.09
O -1.97 -2.52 2.65 -0.11
H -0.46 -1.36 2.18 0.06
H -0.97 -0.70 3.72 0.09
H -2.03 -0.51 2.31 0.09
H -2.85 -2.43 2.91 0.07
C -4.33 -2.01 -0.38 -0.16
O -3.90 -3.31 -0.63 -0.12
H -5.03 -2.07 0.43 0.08
H -4.81 -1.57 -1.17 0.06
H -3.50 -1.50 0.04 0.06
H -3.55 -3.35 -1.54 0.09
```

Properties
Gap between HOMO and LUMO = 9.0 eV
ΔE to the lowest compared entry with this formula, charge and spin = 0.579 eV
Molar mass = 422.517 g/mol
LUMO = 0.35 eV
SMILES string = NC(N)=O.NC(N)=O.CCO.CO.CO.CO.CO.CO.CO.CO.CO
Total charge = 0
DFT total energy = -1531.23573 Ha


(3)
# C9H21N2S

The ion C9H21N2S with charge +1 in a non-equilibrium geometry (ωB97M-V/def2-TZVPD, OMol25).

Geometry as XYZ:
```
33
Properties=species:S:1:pos:R:3:lowdin_charge:R:1
C -3.60 3.25 -2.11 0.00
N -3.12 2.47 -0.93 -0.04
C -1.79 1.92 -1.24 -0.48
S -1.15 0.99 0.11 0.97
C -1.60 -0.57 -0.57 -0.47
C -0.30 -1.46 -1.14 -0.12
C 0.58 -1.80 0.09 -0.37
N 0.27 -2.95 0.84 0.10
C 1.42 -0.81 0.48 -0.10
C 2.45 -0.83 1.69 -0.40
C 1.88 -0.85 3.12 -0.09
C 3.37 -2.00 1.35 -0.08
H -4.68 3.52 -1.93 0.14
H -3.12 4.18 -2.28 0.10
H -3.50 2.79 -3.00 0.07
H -3.76 1.84 -0.47 0.17
H -3.07 3.16 -0.17 0.18
H -1.28 2.76 -1.58 0.08
H -1.92 1.37 -2.22 0.13
H -2.17 -0.40 -1.50 0.06
H -2.22 -1.20 0.12 0.10
H -0.70 -2.19 -1.70 0.06
H 0.19 -0.71 -1.76 0.10
H -0.13 -3.83 0.40 0.14
H 0.89 -3.02 1.66 0.07
H 1.70 -0.04 -0.26 0.10
H 3.07 0.05 1.49 0.12
H 1.16 -0.01 3.29 0.06
H 2.63 -0.56 4.00 0.12
H 1.47 -1.83 3.46 0.07
H 2.94 -2.96 1.37 0.06
H 4.19 -1.94 2.04 0.08
H 3.69 -1.76 0.39 0.06
```

Properties
Gap between HOMO and LUMO = 7.1 eV
ΔE to the lowest compared entry with this formula, charge and spin = 1.406 eV
Molar mass = 189.348 g/mol
LUMO = -3.27 eV
SMILES string = C[NH2+]CSCC/C(N)=C/C(C)C
Total charge = +1
DFT total energy = -862.87458 Ha


(4)
# C27H55ClN4O5P

A cluster of 3 separate species, C27H55ClN4O5P in total in a non-equilibrium geometry (ωB97M-V/def2-TZVPD, OMol25).

Geometry as XYZ:
```
93
Properties=species:S:1:pos:R:3:lowdin_charge:R:1
C 5.72 2.16 2.57 -0.07
C 4.35 2.62 3.09 -0.30
N 3.35 1.59 2.82 0.01
C 2.09 1.89 2.16 -0.43
C 1.00 1.11 2.93 -0.09
O -0.27 1.77 2.98 0.00
C -1.08 1.52 1.94 -0.56
C -2.42 2.21 2.01 0.05
O -0.80 0.83 1.03 0.14
C 2.23 1.25 0.72 -0.08
C 2.10 2.38 -0.32 -0.10
C 2.41 3.65 0.50 -0.11
N 1.74 3.27 1.79 -0.17
P 1.51 4.62 3.08 0.66
O 2.78 5.57 2.75 -0.31
Cl 1.93 3.71 4.84 0.43
H 5.80 2.27 1.50 0.07
H 6.48 2.77 3.03 0.08
H 5.91 1.14 2.86 0.07
H 4.47 2.75 4.16 0.08
H 4.16 3.58 2.63 0.07
H 3.73 0.70 2.54 0.11
H 1.35 1.06 3.95 0.11
H 0.96 0.09 2.58 0.12
H -2.89 2.08 1.05 0.07
H -3.02 1.67 2.73 0.10
H -2.36 3.26 2.24 0.09
H 1.64 0.36 0.53 0.11
H 3.24 0.89 0.54 0.11
H 2.67 2.26 -1.22 0.12
H 1.04 2.47 -0.56 0.11
H 3.48 3.77 0.58 0.12
H 1.90 4.53 0.13 0.13
H 0.77 3.20 1.47 0.12
H 2.49 6.15 2.03 0.07
C -2.41 0.94 -4.38 -0.03
C -3.09 1.60 -3.16 -0.48
C -3.39 0.54 -2.09 -0.14
C -4.57 -0.36 -2.45 -0.17
C -5.80 0.47 -2.81 -0.13
C -5.52 1.50 -3.90 -0.50
N -4.32 2.33 -3.59 -0.09
O -4.62 3.21 -2.70 -0.01
C -5.35 0.78 -5.25 -0.04
C -6.75 2.39 -4.08 -0.04
C -2.05 2.57 -2.60 -0.05
H -2.60 -0.14 -4.44 0.07
H -2.73 1.39 -5.32 0.08
H -1.33 1.05 -4.35 0.08
H -3.61 1.04 -1.14 0.11
H -2.50 -0.07 -1.92 0.12
H -4.31 -1.03 -3.28 0.10
H -4.80 -1.01 -1.60 0.11
H -6.61 -0.18 -3.13 0.13
H -6.15 0.98 -1.91 0.13
H -5.07 1.49 -6.04 0.09
H -6.29 0.32 -5.55 0.09
H -4.62 -0.02 -5.23 0.06
H -7.05 2.88 -3.15 0.08
H -7.59 1.79 -4.42 0.09
H -6.57 3.17 -4.83 0.09
H -1.82 3.36 -3.32 0.09
H -1.12 2.04 -2.38 0.07
H -2.38 3.04 -1.67 0.07
C 3.88 -4.43 0.24 -0.02
C 3.16 -3.79 1.46 -0.48
C 2.88 -4.85 2.53 -0.13
C 1.73 -5.79 2.16 -0.17
C 0.48 -5.00 1.79 -0.13
C 0.74 -3.96 0.69 -0.49
N 1.91 -3.10 1.02 -0.08
O 1.57 -2.22 1.90 -0.04
C 0.94 -4.68 -0.65 -0.03
C -0.52 -3.11 0.50 -0.04
C 4.16 -2.78 2.04 -0.05
H 3.72 -5.50 0.18 0.08
H 3.55 -3.98 -0.70 0.08
H 4.95 -4.28 0.29 0.08
H 2.63 -4.36 3.47 0.13
H 3.78 -5.43 2.71 0.13
H 2.02 -6.45 1.34 0.10
H 1.51 -6.44 3.01 0.12
H -0.31 -5.68 1.47 0.13
H 0.10 -4.49 2.69 0.13
H 1.21 -3.97 -1.44 0.09
H 0.02 -5.17 -0.96 0.09
H 1.70 -5.46 -0.62 0.06
H -0.84 -2.64 1.42 0.08
H -1.34 -3.74 0.15 0.09
H -0.35 -2.34 -0.25 0.09
H 4.37 -1.98 1.32 0.08
H 5.09 -3.29 2.27 0.09
H 3.80 -2.33 2.97 0.07
```

Properties
2S+1 = 3
Gap between HOMO and LUMO (alpha / beta) = 7.3 / 8.2 eV
Molar mass = 582.187 g/mol
LUMO (alpha / beta) = -2.84 / -2.84 eV
Total charge = +1
DFT total energy = -2458.21261 Ha